Entry 1:
Below is C21H23I2IrN2O6PSbSe4 as an isolated structure at a distorted geometry, with properties calculated with ωB97M-V/def2-TZVPD.

The geometry in XYZ format:
```
61
C21H23I2IrN2O6PSbSe4 | the Open Molecules 2025 dataset | ωB97M-V/def2-TZVPD
Ir 0.4880 0.1022 -1.2832
I -4.2738 -1.0887 -2.7622
C -3.9188 0.3399 -1.2866
C -4.9821 0.9607 -0.5925
C -4.7142 1.7557 0.5022
I -6.4123 2.6696 1.3190
C -3.3733 2.1499 0.8748
C -2.9894 3.1203 1.8325
C -1.6696 3.5520 1.8853
C -0.7824 3.0695 0.9134
N -1.0658 2.0564 0.1021
C -2.3319 1.6297 0.0172
C -2.5724 0.5853 -0.9468
O -1.5413 -0.1394 -1.4127
H -5.9935 0.8544 -0.9690
H -3.6978 3.5460 2.5478
H -1.3639 4.3079 2.6108
H 0.2236 3.4122 0.8808
Se 3.8579 4.5013 -2.4820
Sb 2.8821 2.2782 -3.2772
Se 2.8305 0.2539 -1.2136
Se 0.6000 2.5389 -2.1460
Se 2.1044 2.8822 -5.6931
O 1.0098 -3.9016 -1.7720
C 0.6315 -2.7482 -1.9160
O 0.0654 -1.9889 -0.9586
C 0.6117 -2.0258 -3.1712
C 0.6567 -2.7038 -4.4018
C 0.4958 -1.9205 -5.5473
C 0.3158 -0.5317 -5.4656
C 0.2770 0.0725 -4.1931
N 0.3945 -0.6819 -3.0882
H 0.7888 -3.7892 -4.4476
H 0.5330 -2.3260 -6.5666
H 0.2248 0.1683 -6.3148
H 0.1253 1.1409 -4.1257
C 3.6328 0.3508 2.6508
C 2.5622 1.2841 2.1366
O 1.2552 0.6981 2.1779
P 0.5671 -0.3204 1.1503
O -0.9279 -0.3511 1.7166
C -1.2875 -1.1393 2.9116
C -1.4407 -0.2738 4.1517
O 1.1534 -1.7542 1.6536
C 2.1201 -2.7113 1.1429
C 2.5497 -3.5424 2.3452
H 4.5677 0.8886 2.8283
H 3.8241 -0.4357 1.9178
H 3.3069 -0.1505 3.5722
H 2.7985 1.6078 1.1029
H 2.5332 2.2065 2.7877
H -0.5111 -1.8771 3.0879
H -2.2606 -1.6153 2.6510
H -0.4764 -0.0731 4.6417
H -2.0260 -0.8261 4.8981
H -1.9153 0.6978 3.9276
H 2.9704 -2.1918 0.6846
H 1.6024 -3.3633 0.4089
H 2.9774 -2.9102 3.1326
H 3.2883 -4.2605 2.0766
H 1.7018 -4.0400 2.7925
```

The energy comes out at -333669.417 eV. The highest occupied orbital energy (alpha / beta) comes out at -3.409 / -4.653 eV. Its total charge is -1. As for the expectation value of S²: 8.80. The spin multiplicity is 6. For the HOMO-LUMO gap (alpha / beta), the calculation gives 5.41 / 4.92 eV.

Entry 2:
Below is C21H23IrN6OS2 as an isolated structure at a distorted geometry, with properties calculated with ωB97M-V/def2-TZVPD.

The geometry in XYZ format:
```
54
C21H23IrN6OS2 | the Open Molecules 2025 dataset | ωB97M-V/def2-TZVPD
Ir 0.0860 0.0973 0.1627
N -3.4158 0.7521 3.3684
C -2.3096 0.4336 2.6611
S -1.1306 1.7069 2.5024
N -2.2599 -0.7976 2.2152
N -1.2265 -1.1198 1.3984
C -1.0852 -2.3768 1.1605
C -0.0814 -2.7765 0.1885
C 0.1273 -4.1043 -0.1559
C 1.0309 -4.4088 -1.1586
C 1.6899 -3.3732 -1.8033
C 1.4531 -2.0713 -1.4041
N 0.6105 -1.7783 -0.4108
H -3.4140 1.6024 3.9039
H -4.0101 -0.0029 3.6728
H -1.7349 -3.1082 1.6268
H -0.4286 -4.8776 0.3554
H 1.2060 -5.4368 -1.4442
H 2.3829 -3.5600 -2.6103
H 1.9462 -1.2305 -1.8721
C 1.6511 0.0172 2.9270
N 1.8503 0.1905 1.4728
C 2.8718 -0.8121 1.0811
C 2.4224 1.5381 1.1830
C 2.4176 1.7486 -0.3080
C 3.3412 2.5563 -0.9583
C 3.2606 2.7241 -2.3330
C 2.2638 2.0741 -3.0491
C 1.3385 1.2707 -2.3935
C 1.4052 1.0948 -1.0148
H 2.6185 0.0744 3.4326
H 1.2113 -0.9616 3.1133
H 0.9922 0.7841 3.3170
H 3.7589 -0.6729 1.7030
H 3.1524 -0.6755 0.0407
H 2.4920 -1.8187 1.2392
H 3.4347 1.5964 1.5984
H 1.8059 2.2759 1.7031
H 4.1201 3.0568 -0.3945
H 3.9735 3.3569 -2.8439
H 2.1998 2.2047 -4.1219
H 0.5522 0.7833 -2.9598
O -1.3068 -0.1736 -1.3195
N -2.4530 0.5086 -1.2532
C -3.5275 -0.0627 -1.8259
C -4.7374 0.5808 -1.8258
C -4.8390 1.8310 -1.2180
C -3.7216 2.4004 -0.6523
C -2.4910 1.7387 -0.6832
S -1.0217 2.4130 -0.0972
H -3.3441 -1.0325 -2.2615
H -5.5865 0.1038 -2.2912
H -5.7885 2.3463 -1.1855
H -3.7530 3.3705 -0.1779
```

The energy comes out at -57640.951 eV. The highest occupied orbital energy (alpha / beta) comes out at -10.242 / -10.512 eV. Its total charge is +1. As for the expectation value of S²: 0.76. The spin multiplicity is 2. For the HOMO-LUMO gap (alpha / beta), the calculation gives 6.76 / 5.94 eV.